Here is a cluster of 16 separate species, C67H156F21N9O30S7 in total from the OMol25 dataset. Energies are from the ωB97M-V functional and the def2-TZVPD basis.

CARTESIAN COORDINATES (ANGSTROEM)
C -12.97272 -2.77467 -34.19793
N -11.70994 -3.22280 -33.43142
C -11.76142 -2.47271 -32.15023
C -11.77472 -4.75380 -33.18298
C -10.50948 -2.77103 -34.33171
C -9.09939 -2.81275 -33.73099
O -8.57677 -4.10776 -33.43809
H -13.81601 -3.23593 -33.68393
H -12.99917 -3.03513 -35.25602
H -12.96708 -1.69085 -34.08214
H -12.58463 -2.74996 -31.49177
H -11.83229 -1.40572 -32.36141
H -10.84328 -2.61799 -31.58101
H -10.91078 -5.13994 -32.64207
H -11.91616 -5.20535 -34.16492
H -12.66575 -4.91009 -32.57491
H -10.71439 -1.77766 -34.73087
H -10.45524 -3.34921 -35.25415
H -9.01332 -2.22072 -32.81984
H -8.45031 -2.33652 -34.46584
H -7.76498 -4.26811 -33.92478
C -14.71325 -16.25886 -32.88862
N -15.36060 -15.93852 -34.20429
C -15.08181 -14.43940 -34.52405
C -14.82023 -16.64519 -35.51553
C -16.92423 -16.15920 -34.14582
C -17.58780 -15.30033 -33.09470
O -17.53143 -15.69998 -31.74892
H -15.05643 -17.25430 -32.60680
H -14.99575 -15.64851 -32.03086
H -13.63228 -16.17446 -33.00031
H -14.01891 -14.39667 -34.76174
H -15.32234 -13.87796 -33.62125
H -15.69669 -14.13958 -35.37266
H -13.73222 -16.58176 -35.53302
H -15.25241 -16.17553 -36.39913
H -14.99492 -17.71369 -35.38957
H -17.09673 -17.21986 -33.96314
H -17.34451 -15.84200 -35.10020
H -18.66344 -15.26067 -33.26656
H -17.33428 -14.24376 -33.18122
H -18.40221 -15.53945 -31.37798
C -17.61619 -2.21144 -25.93866
N -16.66865 -2.99016 -26.84809
C -16.93759 -4.45635 -26.48661
C -17.00939 -2.79817 -28.35669
C -15.20818 -2.55085 -26.46118
C -14.01949 -3.43074 -26.94800
O -14.07661 -3.69382 -28.33743
H -18.61576 -2.51876 -26.24608
H -17.52917 -1.16454 -26.22939
H -17.50960 -2.38946 -24.86859
H -17.97100 -4.78250 -26.60410
H -16.65778 -4.62913 -25.44740
H -16.29654 -5.08941 -27.10012
H -16.79857 -1.77763 -28.67629
H -18.04580 -3.01795 -28.61294
H -16.44016 -3.53122 -28.92827
H -15.10149 -2.55017 -25.37642
H -15.06373 -1.51247 -26.75950
H -13.85610 -4.27239 -26.27494
H -13.10083 -2.86507 -26.79248
H -13.16331 -3.76243 -28.62513
C -9.05302 -7.01802 -26.14146
N -9.58477 -7.55507 -27.47085
C -10.99360 -6.96423 -27.68876
C -8.72242 -6.92998 -28.61632
C -9.70521 -9.12548 -27.41064
C -8.31629 -9.81637 -27.39634
O -7.84236 -9.91908 -26.05675
H -9.58398 -7.56257 -25.36066
H -9.24785 -5.96264 -25.95094
H -7.99515 -7.27294 -26.07794
H -11.61154 -7.40849 -26.90845
H -11.49104 -7.28473 -28.60415
H -10.89124 -5.88012 -27.73677
H -9.05442 -7.48314 -29.49489
H -7.66539 -7.06146 -28.38498
H -8.82088 -5.86029 -28.80119
H -10.24009 -9.25896 -28.35095
H -10.28446 -9.34016 -26.51259
H -7.55678 -9.23561 -27.91975
H -8.30623 -10.83461 -27.78516
H -6.89512 -9.98405 -25.91491
C -15.09886 -9.25877 -33.71104
C -14.98409 -10.03151 -35.04063
N -15.95367 -9.45474 -36.11871
C -15.79696 -10.38724 -37.35614
C -17.44136 -9.74046 -35.61609
C -18.05223 -8.66306 -34.79663
C -15.75775 -7.96398 -36.59669
C -14.49379 -7.58766 -37.31988
O -13.43617 -7.63093 -36.36315
C -12.17625 -7.21861 -36.82789
H -15.09097 -8.18862 -33.91799
H -14.21001 -9.32707 -33.08384
H -15.95236 -9.52566 -33.08782
H -15.21285 -11.09260 -34.94141
H -14.09694 -9.85271 -35.64816
H -15.88926 -11.43227 -37.06032
H -14.77600 -10.29541 -37.72670
H -16.47189 -10.12156 -38.16976
H -17.40121 -10.64773 -35.01330
H -18.02569 -9.93465 -36.51551
H -18.09098 -7.75202 -35.39379
H -17.57393 -8.47459 -33.83549
H -19.04240 -8.71755 -34.34418
H -15.92161 -7.27224 -35.77039
H -16.55540 -7.81611 -37.32471
H -14.69020 -6.60541 -37.74966
H -14.21298 -8.22540 -38.15805
H -12.12011 -6.21798 -37.25646
H -11.63098 -7.82633 -37.55001
H -11.54718 -7.18897 -35.93824
C -11.85964 -18.97751 -21.03773
C -11.92573 -17.97205 -22.24990
N -13.00975 -18.16093 -23.38717
C -14.42458 -17.95078 -22.81982
C -12.79767 -16.99729 -24.41166
C -13.76167 -17.01084 -25.68053
C -12.89135 -19.54420 -24.10231
C -11.44016 -19.89243 -24.76644
O -10.35308 -19.74058 -23.82133
C -9.03209 -20.11071 -24.29143
H -12.73708 -18.80307 -20.41502
H -10.97027 -18.82669 -20.42586
H -11.68021 -20.00767 -21.34541
H -10.99484 -17.83576 -22.80032
H -12.10780 -16.97252 -21.85508
H -15.12121 -18.00663 -23.65628
H -14.54345 -16.98989 -22.31915
H -14.73147 -18.81086 -22.22470
H -11.74709 -17.06896 -24.69313
H -12.94960 -16.07223 -23.85553
H -14.79606 -17.05291 -25.33942
H -13.68631 -17.79800 -26.43072
H -13.55416 -16.01862 -26.08121
H -13.72659 -19.60246 -24.80022
H -13.13818 -20.23957 -23.30004
H -11.37980 -19.30201 -25.68070
H -11.44960 -20.94738 -25.04050
H -8.22923 -19.89057 -23.58783
H -8.76766 -19.61838 -25.22725
H -8.94066 -21.18881 -24.42348
C -18.06221 -19.56425 -23.67251
C -18.03351 -18.26471 -24.52571
N -19.39415 -17.68827 -25.07650
C -19.98544 -18.73763 -25.97243
C -20.33952 -17.52976 -23.82560
C -19.81668 -16.38748 -22.88072
C -19.23630 -16.30194 -25.76988
C -18.91905 -16.33581 -27.27395
O -17.68532 -17.11536 -27.55470
C -17.16378 -17.05225 -28.96295
H -17.04556 -19.64251 -23.28729
H -18.27533 -20.46474 -24.24852
H -18.69520 -19.51373 -22.78658
H -17.45612 -18.33526 -25.44753
H -17.52098 -17.45087 -24.01282
H -19.29643 -18.87987 -26.80497
H -20.95458 -18.39919 -26.33898
H -20.26887 -19.59196 -25.35772
H -20.45498 -18.47436 -23.29410
H -21.31826 -17.13587 -24.09953
H -20.50932 -16.18642 -22.06345
H -19.87313 -15.45597 -23.44394
H -18.86113 -16.48155 -22.36480
H -18.48372 -15.83290 -25.13607
H -20.18481 -15.78462 -25.62566
H -18.96292 -15.33497 -27.70348
H -19.74862 -16.81559 -27.79330
H -18.01067 -17.16611 -29.63964
H -16.39440 -17.79516 -29.17329
H -16.76784 -16.04140 -29.06060
C -13.69159 -11.96981 -31.82545
C -14.66764 -11.39227 -30.76557
N -14.03023 -11.37036 -29.32645
C -15.08216 -10.72240 -28.43236
C -13.69788 -12.80834 -28.76073
C -14.82534 -13.79457 -28.72527
C -12.77205 -10.49754 -29.19920
C -12.70227 -9.28344 -30.12772
O -13.46580 -8.22006 -29.67419
C -13.39626 -7.02866 -30.44422
H -12.67294 -11.64899 -31.60745
H -14.02609 -11.55193 -32.77497
H -13.89053 -13.04150 -31.82772
H -15.59255 -11.96133 -30.67177
H -14.95150 -10.38614 -31.07417
H -16.01666 -11.24005 -28.64885
H -15.12412 -9.69132 -28.78339
H -14.79261 -10.89434 -27.39568
H -13.38194 -12.72604 -27.72078
H -12.92022 -13.28519 -29.35736
H -15.54135 -13.33357 -28.04490
H -14.50946 -14.83109 -28.60706
H -15.23488 -13.86785 -29.73274
H -12.00598 -11.19595 -29.53601
H -12.46805 -10.28612 -28.17403
H -12.97739 -9.65950 -31.11310
H -11.67056 -8.94902 -30.23651
H -13.95684 -6.25779 -29.91544
H -13.76648 -7.13226 -31.46417
H -12.36628 -6.79170 -30.71087
C -21.18878 -3.41555 -30.27056
C -21.87994 -4.73541 -30.65847
N -21.05544 -5.74460 -31.52581
C -21.86352 -7.02908 -31.56732
C -21.09960 -5.14523 -32.97551
C -20.61800 -6.06032 -34.04074
C -19.57582 -5.95482 -31.04888
C -19.43886 -6.52817 -29.62819
O -18.03422 -6.41760 -29.33699
C -17.50001 -7.53082 -28.65567
H -21.82040 -2.77270 -29.65746
H -20.97595 -2.86363 -31.18609
H -20.30431 -3.48687 -29.63753
H -22.82142 -4.62305 -31.19615
H -21.95586 -5.28484 -29.72014
H -22.07052 -7.16614 -30.50597
H -21.34844 -7.84306 -32.07743
H -22.84873 -6.82173 -31.98503
H -20.60107 -4.17592 -32.97861
H -22.15905 -4.94702 -33.13787
H -20.48055 -5.51131 -34.97231
H -21.32054 -6.86941 -34.24053
H -19.62348 -6.42472 -33.78337
H -19.15571 -4.95504 -30.93902
H -19.12686 -6.64152 -31.76650
H -19.75558 -7.57016 -29.67351
H -20.00979 -6.09496 -28.80693
H -17.88937 -7.51755 -27.63767
H -16.41452 -7.44662 -28.60362
H -17.70154 -8.56575 -28.93211
C -19.02777 -11.47588 -30.10242
F -19.94665 -10.68827 -29.53196
F -18.11245 -11.71902 -29.21721
F -19.55612 -12.63577 -30.41839
S -18.32498 -10.67988 -31.69498
O -17.31547 -11.57292 -32.22767
O -19.48662 -10.48870 -32.57683
O -17.69717 -9.44896 -31.19227
C -11.47094 -12.60351 -34.98091
F -11.26513 -12.12688 -36.22937
F -10.73024 -11.90895 -34.10862
F -12.83852 -12.49722 -34.75669
S -11.03371 -14.43872 -34.97574
O -9.59304 -14.62439 -34.89953
O -11.62994 -14.95501 -33.70186
O -11.63994 -15.00251 -36.19788
C -9.94854 -8.26068 -32.60465
F -10.35394 -7.46703 -31.64065
F -10.99072 -8.81589 -33.17585
F -9.32002 -7.47033 -33.43772
S -8.84526 -9.68731 -31.87398
O -9.70198 -10.48256 -30.93418
O -8.46391 -10.46431 -33.06909
O -7.67931 -9.08322 -31.13652
C -16.87651 -12.92083 -24.37472
F -18.09771 -12.67046 -24.01130
F -16.84391 -13.61258 -25.54129
F -16.27383 -11.72433 -24.55898
S -15.86336 -13.84979 -23.06242
O -15.97862 -13.01717 -21.85921
O -16.57102 -15.10843 -22.91730
O -14.52650 -13.99831 -23.56173
C -12.33975 -17.24663 -29.83098
F -13.31603 -16.90522 -28.98217
F -12.51368 -18.52065 -30.18342
F -12.44404 -16.52046 -30.93589
S -10.58376 -16.98031 -29.03578
O -10.41748 -15.53620 -28.98668
O -10.72508 -17.59521 -27.71062
O -9.69357 -17.62134 -29.91327
C -15.17145 -8.13710 -25.46977
F -15.52148 -6.96345 -24.96156
F -16.00284 -9.10040 -25.07138
F -15.07618 -8.12043 -26.84342
S -13.39637 -8.66057 -24.76296
O -12.84102 -9.58528 -25.76398
O -12.68283 -7.40791 -24.70963
O -13.67517 -9.22198 -23.44514
C -16.03999 -4.41623 -31.98408
F -15.91875 -5.67592 -31.48125
F -17.11127 -3.75908 -31.47088
F -14.98186 -3.68593 -31.74845
S -16.31722 -4.46752 -33.87099
O -15.16664 -5.23314 -34.35558
O -17.63145 -5.04494 -33.99526
O -16.30876 -3.08890 -34.38198

Output
Net charge: +2
HOMO-LUMO gap in eV: 6.02
E_LUMO in eV: -3.86